118
Properties=species:S:1:pos:R:3:forces:R:3 method="wB97M-V/def2-TZVPD" total_charge=0 e_homo_ev="-6.2 / -6.3" multiplicity=6 largest_force_ha_per_bohr=0.0988 lumo_ev="0.35 / -1.16" total_energy_ev=-103029.227
Ru 12.330 13.881 13.051 -0.2479 -0.1213 1.1162
C 14.518 11.209 14.304 1.2841 0.3342 -1.4563
Si 15.363 12.920 14.551 -1.7250 -0.6382 -0.4624
C 15.806 13.246 16.362 -1.4012 2.9581 -1.5987
C 17.019 12.798 13.711 -0.0344 -0.4338 -0.1068
N 14.172 14.125 13.924 1.0368 -1.1711 -0.4077
C 14.696 15.392 13.612 -0.3724 -0.4000 1.8592
C 14.638 16.364 14.616 0.4107 1.5450 -0.5589
C 15.081 17.666 14.319 -0.8818 0.4088 0.2629
C 15.457 18.028 13.024 1.4737 0.8643 0.6210
C 15.631 17.028 12.094 -0.4980 -0.5128 0.1409
C 15.272 15.726 12.410 -0.4126 1.1810 -0.1478
F 15.285 14.802 11.458 0.4795 -0.7293 -0.6356
H 15.287 10.438 14.573 -0.5675 0.3826 -0.8269
H 14.020 11.096 13.280 1.2499 -0.0620 1.2183
H 13.742 11.008 14.967 -1.5407 -0.0204 1.5397
H 16.293 12.528 16.944 0.2589 -1.3307 0.9417
H 14.881 13.737 16.778 0.8438 -0.9059 0.2521
H 16.515 14.096 16.275 -0.1590 -0.2447 0.1284
H 17.030 12.485 12.652 -0.0064 0.3955 0.4044
H 17.428 11.948 14.287 0.1853 0.2512 -0.1846
H 17.639 13.671 13.921 0.0872 -0.0567 -0.2974
H 14.162 16.102 15.561 0.3182 0.0580 -0.1399
H 15.026 18.495 15.035 -0.0521 -0.5793 0.0772
H 15.832 19.077 12.824 -0.7303 -1.3828 0.1443
H 15.961 17.229 11.108 0.3549 0.1749 -0.8380
N 10.056 14.756 15.456 -0.4937 0.8340 -3.2018
P 10.314 15.654 13.881 -0.6461 -0.8502 1.3927
C 10.089 17.388 14.319 1.9925 0.5793 0.7946
C 11.285 18.142 14.456 -0.2888 -0.0311 0.2379
C 11.255 19.460 14.903 0.0420 1.2016 0.4577
C 9.971 20.119 15.069 2.3579 -0.5253 0.1447
C 8.865 19.372 14.780 -1.5966 -0.3736 0.2877
C 8.885 17.998 14.567 1.0285 0.3738 -0.7740
C 8.793 15.553 12.887 -1.3642 -0.8774 0.0470
C 8.597 16.535 11.908 -0.2650 -1.1022 -0.0608
C 7.486 16.473 11.049 0.8640 0.2807 1.3022
C 6.519 15.526 11.281 -1.4194 -0.8887 0.6499
C 6.628 14.582 12.305 0.0342 -1.3002 0.8664
C 7.790 14.576 13.100 0.1429 0.6592 -1.0253
P 10.969 13.321 15.286 2.4242 2.2313 1.2369
C 11.594 13.517 17.017 0.8219 0.8514 -0.0878
C 11.668 12.509 17.906 -1.2560 -3.3015 -0.7645
C 12.289 12.601 19.142 -0.4477 -1.4193 0.3097
C 12.992 13.695 19.475 0.3990 2.3978 1.4356
C 12.850 14.852 18.629 0.8070 -0.1003 1.6210
C 12.147 14.767 17.474 -0.7989 -0.9542 -1.1911
C 10.092 11.873 15.104 -2.0236 -2.5199 0.0762
C 9.033 11.507 15.919 -0.9188 1.0220 0.8452
C 8.235 10.354 15.815 0.9967 1.0555 -1.4194
C 8.750 9.453 14.768 -4.1641 -0.6629 2.8367
C 9.744 9.753 13.963 0.5773 -3.6506 -1.0209
C 10.388 10.987 13.927 0.7542 3.0561 -0.3015
H 9.135 14.661 15.877 -0.0339 0.3896 -0.0601
H 12.241 17.644 14.258 -0.2716 0.2709 0.0815
H 12.258 19.975 15.122 -1.8131 -0.6410 -0.3847
H 9.853 21.138 15.484 0.3307 -0.6358 -0.6730
H 7.884 19.817 14.724 -0.1518 0.3682 0.4530
H 8.025 17.394 14.423 -1.0382 0.0233 0.0356
H 9.368 17.283 11.913 -0.1002 0.5955 -0.7175
H 7.296 17.227 10.325 0.1174 0.4939 -0.5562
H 5.551 15.557 10.782 0.4250 0.0474 -0.3708
H 5.823 13.773 12.521 1.3993 1.7063 -0.5831
H 7.950 13.818 13.847 -0.1295 -0.1446 0.2525
H 11.186 11.512 17.602 0.7730 1.4450 0.6437
H 12.144 11.782 19.838 0.3695 -0.0379 -0.0593
H 13.454 13.756 20.511 -0.4094 0.0937 -1.6288
H 13.234 15.838 18.967 -0.1709 -0.8376 -0.2937
H 11.913 15.634 16.898 0.2031 0.5706 -0.3370
H 8.740 12.256 16.662 0.0541 -0.2509 0.1142
H 7.234 10.373 16.328 1.3541 -0.7241 -0.5779
H 8.134 8.539 14.691 0.8674 0.2193 -0.3337
H 10.000 8.922 13.263 0.1515 1.0955 0.3493
H 11.449 11.029 13.861 1.0498 -0.6144 -0.8891
C 9.247 10.842 11.481 -1.1667 -0.5209 -0.6114
C 8.990 11.444 10.313 1.5926 1.2164 -0.6277
C 9.741 12.613 9.945 1.6988 2.3324 0.0168
C 10.773 13.091 10.781 -2.9247 -1.7106 -0.1740
N 10.790 12.722 12.096 0.8550 0.0360 -1.0754
C 9.789 11.751 12.501 1.9452 -0.7309 2.1604
C 11.804 14.015 10.269 -1.2444 1.0148 1.0753
C 11.562 15.378 10.457 0.4786 1.0066 -1.1453
C 12.404 16.344 9.851 0.4479 -2.4454 -0.1003
C 13.576 15.921 9.166 -2.0112 -0.7458 0.6242
C 13.841 14.537 9.090 0.0227 0.5337 0.9685
C 12.937 13.578 9.650 3.0840 -0.3373 -0.9151
H 8.788 9.863 11.697 0.3994 0.7428 0.1520
H 8.436 11.110 9.480 -0.8550 -1.1744 -0.4026
H 9.659 13.190 8.987 -0.1562 -1.1733 0.7007
H 9.021 12.186 13.081 -1.3867 1.0115 -0.0418
H 10.641 15.703 10.941 0.3137 -0.1920 -0.1679
H 12.071 17.340 9.898 0.0791 1.2828 0.0490
H 14.190 16.654 8.682 0.4157 0.1418 -0.0720
H 14.874 14.270 8.793 -1.0138 -0.1840 -0.2319
C 17.518 11.533 7.512 0.7665 2.1160 0.8295
C 17.595 12.297 8.723 -1.0414 -1.6095 -0.1743
C 16.455 12.325 9.534 0.4584 0.1467 -0.7193
C 15.281 11.709 9.091 -0.5923 0.3984 1.3964
C 15.221 11.032 7.914 -0.7199 0.0631 -0.9758
C 16.321 10.980 7.093 0.8878 -0.0549 0.9086
Si 13.660 11.820 9.990 -0.9581 0.9784 -0.8894
C 12.513 10.419 9.512 0.1920 0.0081 1.5275
C 11.721 10.239 8.421 -1.2784 -1.3630 -1.3538
C 10.932 9.050 8.262 -0.2430 2.1111 -0.3785
C 11.012 8.036 9.204 -0.5021 -0.4526 -1.3041
C 11.951 8.120 10.207 -0.4448 0.4906 1.7885
C 12.481 9.402 10.460 1.2101 -1.8399 0.2068
H 18.410 11.654 6.893 -0.3526 -0.7578 -0.1370
H 18.536 12.701 9.087 -0.1412 0.1471 -0.3222
H 16.427 12.897 10.452 0.1770 -0.0380 0.1366
H 14.245 10.666 7.562 0.6413 -0.2023 0.1409
H 16.233 10.404 6.229 0.1884 -0.5618 -1.5838
H 13.871 11.680 11.411 0.0721 0.0667 0.6173
H 11.671 11.031 7.696 -0.1916 0.0719 -0.4176
H 10.171 9.062 7.439 0.8482 -0.3166 0.8558
H 10.308 7.202 9.118 0.5701 0.0167 -0.0051
H 12.100 7.265 10.921 -0.2035 1.1250 -0.6668
H 13.038 9.528 11.378 0.1938 -0.0309 0.1326